Record 1
Below is a 2-piece molecular cluster, C14H16O overall at a distorted geometry, with properties calculated with the ωB97M-V functional and the def2-TZVPD basis.

The geometry in XYZ format:
```
31
Properties=species:S:1:pos:R:3
C 0.962 3.426 2.044
C 0.234 2.480 -0.122
C 1.302 2.884 0.705
C 0.533 1.906 -1.367
C 1.830 1.480 -1.608
C 2.606 2.514 0.400
C 2.874 1.773 -0.749
H -0.806 2.624 0.148
H -0.217 1.771 -2.143
H 0.569 4.482 2.007
H 1.807 3.438 2.758
H 2.121 0.835 -2.429
H 3.393 2.704 1.121
H 3.851 1.328 -0.887
H 0.133 2.937 2.563
C -0.278 -4.498 -0.330
C -0.709 -0.704 -0.416
C -2.023 -0.618 0.086
C -0.187 -1.961 -0.597
C -0.891 -3.134 -0.288
C -2.755 -1.747 0.285
C -2.216 -3.047 0.119
O -2.494 0.684 0.131
H -0.073 0.156 -0.332
H 0.737 -2.130 -1.156
H -3.665 -1.764 0.913
H -3.436 0.741 -0.028
H 0.553 -4.507 -1.049
H -1.013 -5.228 -0.659
H -2.874 -3.894 0.305
H 0.132 -4.930 0.576
```

The value obtained for the total energy is -618.26883 a.u. The structure (SMILES) is Cc1ccc(O)cc1.Cc1ccccc1. For the gap between HOMO and LUMO, the calculation gives 9.17 eV. As for the energy relative to the best compared isomer or geometry (same formula, charge and spin): 1.283 eV. Its net charge is 0.

***

Record 2
Below is a 2-piece molecular cluster, C7H12FO4S2 overall at a distorted geometry, with properties calculated with the ωB97M-V functional and the def2-TZVPD basis.

The geometry in XYZ format:
```
26
Properties=species:S:1:pos:R:3
C -1.935 1.674 0.661
C -0.540 1.917 -0.013
C -2.478 0.279 0.234
C 0.272 0.775 0.661
C -1.479 -0.803 0.751
C -0.080 -0.574 0.168
C 1.756 -0.883 -1.942
O 4.449 -1.933 -0.368
O -0.576 -2.113 -1.987
O 2.539 -2.011 1.037
O 3.564 0.230 0.573
F 2.189 0.216 -2.583
S -0.068 -0.789 -1.718
S 3.366 -1.153 0.147
H -1.837 1.590 1.850
H -2.555 2.514 0.356
H -0.455 1.683 -1.102
H -0.299 2.892 0.382
H -3.382 0.148 0.701
H -2.837 0.317 -0.846
H 1.413 1.019 0.604
H 0.065 0.816 1.656
H -1.288 -0.805 1.799
H -2.109 -1.755 0.622
H 0.454 -1.348 0.732
H 1.851 -1.904 -2.374
```

The value obtained for the total energy is -1471.04201 a.u. For the gap between HOMO and LUMO (alpha / beta), the calculation gives 7.54 / 7.54 eV. As for the energy relative to the best compared isomer or geometry (same formula, charge and spin): 1.651 eV. Its net charge is -1.

***

Record 3
Below is C37H51N5O4RhS4Si as an isolated structure at a distorted geometry, with properties calculated with the ωB97M-V functional and the def2-TZVPD basis.

The geometry in XYZ format:
```
103
Properties=species:S:1:pos:R:3
Rh -0.139 0.296 -0.256
C -2.782 1.286 -2.504
C -2.971 0.769 -1.114
N -2.054 1.112 -0.201
N -2.465 1.465 0.991
C -1.744 1.307 2.076
S -0.273 0.475 2.213
S -2.464 2.024 3.537
C -4.013 1.023 3.678
C -3.802 -0.127 4.622
C -3.077 -1.251 4.227
C -2.800 -2.261 5.135
C -3.243 -2.168 6.448
C -3.983 -1.065 6.842
C -4.259 -0.052 5.935
C -4.075 -0.042 -0.748
C -5.320 0.050 -1.401
C -6.406 -0.658 -0.965
C -6.271 -1.548 0.124
C -5.063 -1.751 0.723
C -3.883 -1.047 0.301
O -2.755 -1.359 0.740
H -3.279 2.255 -2.607
H -3.188 0.596 -3.243
H -1.719 1.445 -2.683
H -4.278 0.708 2.671
H -4.766 1.710 4.060
H -2.718 -1.333 3.209
H -2.224 -3.120 4.815
H -3.010 -2.951 7.161
H -4.338 -0.988 7.863
H -4.830 0.815 6.251
H -5.427 0.751 -2.221
H -7.373 -0.526 -1.434
H -7.139 -2.091 0.481
H -4.952 -2.474 1.521
O 0.116 2.551 -2.353
C 0.286 3.176 -1.309
N 0.242 2.631 -0.077
S 0.593 3.715 1.095
O 1.827 3.445 1.784
O -0.539 4.011 1.931
C 0.845 5.096 -0.012
C 1.193 6.403 0.250
C 1.282 7.275 -0.828
C 1.010 6.833 -2.120
C 0.668 5.510 -2.365
C 0.600 4.641 -1.290
H 1.392 6.723 1.265
H 1.562 8.308 -0.661
H 1.060 7.539 -2.940
H 0.445 5.153 -3.362
C -0.098 -2.962 0.707
Si 0.232 -2.045 -0.969
C -0.882 -3.043 -2.268
C -0.443 -2.770 -3.708
C -2.340 -2.616 -2.127
C -0.830 -4.553 -2.001
C 2.122 -2.584 -1.298
C 2.880 -2.292 0.003
C 2.735 -1.767 -2.441
C 2.336 -4.065 -1.621
H 0.458 -3.902 0.771
H -1.163 -3.167 0.813
H 0.190 -2.332 1.550
H -0.527 -1.707 -3.946
H -1.076 -3.332 -4.407
H 0.590 -3.078 -3.879
H -2.458 -1.549 -2.310
H -2.715 -2.833 -1.127
H -2.969 -3.158 -2.845
H 0.125 -4.988 -2.289
H -1.613 -5.052 -2.587
H -1.012 -4.770 -0.948
H 2.654 -1.292 0.367
H 3.965 -2.369 -0.153
H 2.597 -2.999 0.785
H 2.729 -0.709 -2.196
H 2.177 -1.899 -3.371
H 3.775 -2.075 -2.621
H 1.858 -4.715 -0.885
H 3.411 -4.289 -1.615
H 1.959 -4.321 -2.613
C 4.613 1.993 -2.545
N 5.160 1.311 -1.383
C 6.125 0.279 -1.741
C 4.280 1.023 -0.339
S 2.625 1.118 -0.530
N 4.875 0.690 0.833
C 6.232 1.100 1.141
C 4.061 0.377 2.002
H 5.442 2.419 -3.116
H 3.952 2.791 -2.220
H 4.037 1.323 -3.192
H 5.761 -0.314 -2.587
H 6.286 -0.397 -0.905
H 7.080 0.734 -2.018
H 6.643 1.687 0.325
H 6.875 0.233 1.321
H 6.231 1.715 2.045
H 3.295 -0.349 1.745
H 3.551 1.263 2.373
H 4.711 -0.045 2.768
```

The value obtained for the total energy is -4007.98916 a.u. For the gap between HOMO and LUMO (alpha / beta), the calculation gives 6.29 / 5.57 eV. As for the energy relative to the best compared isomer or geometry (same formula, charge and spin): 1.521 eV. Its net charge is -1. Its spin multiplicity is 5.

***

Record 4
Below is one molecule with the formula C3H7N at a distorted geometry, with properties calculated with the ωB97M-V functional and the def2-TZVPD basis.

The geometry in XYZ format:
```
11
Properties=species:S:1:pos:R:3
C -0.244 -0.363 0.335
C -0.463 0.906 -0.431
C 0.538 0.791 0.640
H 0.569 -2.209 0.191
H -0.205 -1.679 -1.344
H -1.178 -0.792 0.837
H -0.092 1.008 -1.428
H -1.129 1.720 -0.260
H 0.200 1.338 1.532
H 1.579 0.653 0.441
N 0.427 -1.373 -0.513
```

The value obtained for the total energy is -173.18926 a.u. The structure (SMILES) is NC1CC1. For the gap between HOMO and LUMO, the calculation gives 10.66 eV. As for the energy relative to the best compared isomer or geometry (same formula, charge and spin): 1.437 eV. Its net charge is 0.

***

Record 5
Below is an isolated ion of composition C29H27N2O6S and charge -1 at a distorted geometry, with properties calculated with the ωB97M-V functional and the def2-TZVPD basis.

The geometry in XYZ format:
```
65
Properties=species:S:1:pos:R:3
C 0.977 -5.761 -2.087
N 1.364 -4.442 -2.513
C 2.619 -4.435 -3.250
C 0.871 -3.289 -1.954
C 1.694 -2.130 -1.876
C 1.187 -0.914 -1.437
C -0.113 -0.847 -0.871
C -0.685 0.451 -0.340
C -0.296 1.605 -1.106
C -1.150 2.811 -1.081
O -2.313 2.871 -0.752
O -0.569 3.939 -1.646
C 0.726 3.713 -2.246
C 1.018 4.952 -3.094
C 1.795 3.456 -1.204
O 0.596 2.597 -3.155
C 0.025 1.464 -2.569
O -0.282 0.546 -3.313
C -0.939 -1.975 -0.987
C -0.452 -3.194 -1.441
H -0.002 -5.784 -1.619
H 0.993 -6.403 -2.968
H 1.725 -6.160 -1.390
H 2.643 -3.600 -3.968
H 3.485 -4.364 -2.562
H 2.679 -5.386 -3.785
H 2.749 -2.207 -2.186
H 1.828 -0.028 -1.637
H -1.833 0.646 -0.137
H 0.247 5.084 -3.857
H 1.026 5.826 -2.446
H 1.992 4.876 -3.575
H 1.583 2.538 -0.637
H 2.758 3.345 -1.714
H 1.826 4.309 -0.521
H -2.001 -1.837 -0.750
H -1.095 -4.080 -1.432
C 1.538 4.552 3.285
C 1.357 3.508 4.204
C 0.352 2.567 3.996
C -0.418 2.655 2.837
S -1.707 1.451 2.521
C -0.939 0.256 1.314
C -1.595 -1.082 1.752
C -0.708 -2.114 2.042
C -1.172 -3.384 2.345
C -2.538 -3.636 2.423
C -2.954 -4.973 2.739
N -3.228 -6.078 3.038
C -3.441 -2.598 2.175
C -2.981 -1.330 1.805
O -1.883 0.699 3.742
O -2.787 2.093 1.809
C -0.311 3.733 1.966
C 0.706 4.660 2.160
H 2.304 5.309 3.457
H 1.989 3.444 5.093
H 0.136 1.788 4.723
H 0.141 0.312 1.587
H 0.362 -1.879 2.044
H -0.447 -4.173 2.532
H -4.510 -2.774 2.271
H -3.712 -0.531 1.631
H -1.050 3.857 1.171
H 0.818 5.478 1.445
```

The value obtained for the total energy is -2080.36659 a.u. The structure (SMILES) is CN(C)c1ccc([C@H](C2=C([O-])OC(C)(C)OC2=O)[C@H](c2ccc(C#N)cc2)S(=O)(=O)c2ccccc2)cc1. For the gap between HOMO and LUMO, the calculation gives 5.96 eV. As for the energy relative to the best compared isomer or geometry (same formula, charge and spin): 1.615 eV. Its net charge is -1.

***

> energy relative to the best compared isomer or geometry (same formula, charge and spin) of number 5 (C29H27N2O6S)?

1.615 eV

***

> Which formula does entry 5 have?

C29H27N2O6S

***

> What is the energy relative to the best compared isomer or geometry (same formula, charge and spin) in the first record?

1.283 eV

***

Repeat the fourth record exactly.
Below is one molecule with the formula C3H7N at a distorted geometry, with properties calculated with the ωB97M-V functional and the def2-TZVPD basis.

The geometry in XYZ format:
```
11
Properties=species:S:1:pos:R:3
C -0.244 -0.363 0.335
C -0.463 0.906 -0.431
C 0.538 0.791 0.640
H 0.569 -2.209 0.191
H -0.205 -1.679 -1.344
H -1.178 -0.792 0.837
H -0.092 1.008 -1.428
H -1.129 1.720 -0.260
H 0.200 1.338 1.532
H 1.579 0.653 0.441
N 0.427 -1.373 -0.513
```

The value obtained for the total energy is -173.18926 a.u. The structure (SMILES) is NC1CC1. For the gap between HOMO and LUMO, the calculation gives 10.66 eV. As for the energy relative to the best compared isomer or geometry (same formula, charge and spin): 1.437 eV. Its net charge is 0.